Formula: C9H18N2O4
Source: OMol25
Level of theory: wB97M-V/def2-TZVPD

Geometry (Å):
C1 1.127 0.787 0.197
C2 0.241 -0.155 0.963
C3 1.594 1.990 1.121
C4 2.765 2.645 0.626
C5 0.292 2.703 1.463
C6 0.594 3.810 2.585
C7 -0.294 -1.708 -0.949
C8 -1.538 -1.144 -1.742
C9 -0.158 -3.177 -0.948
H1 -0.172 1.689 -1.109
H2 1.598 1.270 -1.686
H3 1.932 0.193 0.078
H4 1.787 1.609 2.199
H5 3.699 1.854 0.802
H6 3.075 3.441 1.277
H7 2.759 2.873 -0.476
H8 -0.136 3.037 0.536
H9 -0.518 2.146 1.920
H10 -0.365 4.293 3.010
H11 1.410 4.506 2.318
H12 0.962 3.149 3.403
H13 -1.096 -1.736 0.980
H14 0.594 -1.282 -1.364
H15 0.581 -3.640 -0.263
H16 0.221 -3.441 -1.979
H17 -1.046 -4.657 -0.076
H18 -2.440 -1.717 -3.453
N1 0.652 0.909 -1.195
N2 -0.372 -1.218 0.432
O1 0.071 0.218 2.160
O2 -2.314 -0.395 -1.246
O3 -1.484 -3.664 -0.602
O4 -1.590 -1.901 -2.896

## Properties
SMILES   CC[C@H](C)[C@H](N)C(=O)N[C@@H](CO)C(=O)O
Spin multiplicity   1
Largest force on an atom   7.09 eV/Å
Energy above the lowest of the compared OMol25 structures with the same formula, charge and spin   5.5875 eV
HOMO-LUMO gap   0.3402 Eh

Mulliken population analysis, charges in e, atoms 1 to 2: C -0.96; C 0.29

Formula: C15H20ClN3OS
Source: OMol25
Level of theory: wB97M-V/def2-TZVPD

Geometry (Å):
C1 1.514 -3.743 -0.611
C2 1.163 -2.289 -0.918
C3 -0.312 -1.993 -0.675
O1 -0.781 -0.777 -1.269
C4 -0.670 0.332 -0.466
C5 0.637 0.871 -0.283
C6 0.909 1.958 0.497
N1 2.149 2.501 0.731
C7 3.223 2.071 0.188
C8 3.484 2.194 -1.294
C9 4.320 1.461 0.998
C10 -0.217 2.573 1.160
N2 -0.168 3.618 1.961
S1 -1.701 3.908 2.405
N3 -2.443 2.723 1.625
C11 -1.532 2.035 0.942
C12 -1.782 0.899 0.105
C13 -3.136 0.286 -0.200
Cl1 -4.511 1.430 -0.068
C14 -3.438 -0.983 0.607
C15 -4.776 -1.597 0.154
H1 1.286 -3.967 0.429
H2 1.053 -4.440 -1.306
H3 2.594 -3.838 -0.714
H4 1.734 -1.697 -0.201
H5 1.510 -1.974 -1.901
H6 -0.900 -2.811 -1.088
H7 -0.468 -1.946 0.404
H8 1.430 0.369 -0.812
H9 4.171 3.019 -1.463
H10 2.530 2.334 -1.791
H11 3.938 1.264 -1.639
H12 4.016 0.465 1.317
H13 5.216 1.374 0.387
H14 4.570 2.075 1.859
H15 -3.107 -0.014 -1.242
H16 -2.633 -1.672 0.387
H17 -3.514 -0.753 1.666
H18 -4.727 -2.684 0.108
H19 -5.063 -1.251 -0.836
H20 -5.569 -1.331 0.845

## Properties
Spin multiplicity   1
Largest force on an atom   2.54 eV/Å
Energy above the lowest of the compared OMol25 structures with the same formula, charge and spin   3.6382 eV
HOMO-LUMO gap   0.2657 Eh

Mulliken population analysis, charges in e, atoms 1 to 2: C -1.47; C -0.11

Formula: C3H3I
Source: OMol25
Level of theory: wB97M-V/def2-TZVPD

Geometry (Å):
C1 -0.761 -0.229 0.316
C2 0.389 -0.860 0.664
C3 -0.297 0.650 -0.602
I1 2.329 -0.521 1.371
H1 -1.743 -0.664 0.259
H2 -0.653 0.602 -1.535
H3 0.736 1.023 -0.474

## Properties
Spin multiplicity   1
Largest force on an atom   3.90 eV/Å
Energy above the lowest of the compared OMol25 structures with the same formula, charge and spin   2.6994 eV
HOMO-LUMO gap (alpha / beta)   0.2819 / 0.2819 Eh

Mulliken population analysis, charges in e, atoms 1 to 2: C 0.09; C -0.33

Formula: C8H9ClNO
Source: OMol25
Level of theory: wB97M-V/def2-TZVPD

Geometry (Å):
C1 -1.555 0.813 2.113
C2 -0.432 0.074 2.455
C3 -1.913 0.928 0.782
C4 0.324 -0.535 1.473
C5 -1.146 0.335 -0.205
C6 -0.011 -0.405 0.127
C7 1.235 -0.220 -2.056
C8 0.766 -1.130 -0.918
N1 -0.014 -2.245 -1.577
O1 -1.136 -1.912 -2.001
Cl1 -0.215 -3.517 0.122
H1 -2.151 1.288 2.883
H2 -0.151 -0.032 3.495
H3 -2.798 1.488 0.508
H4 1.182 -1.132 1.746
H5 -1.450 0.413 -1.237
H6 0.379 0.172 -2.601
H7 1.816 0.612 -1.658
H8 1.850 -0.789 -2.751
H9 1.632 -1.626 -0.467

## Properties
SMILES   C[C@@H](c1ccccc1)N([O-])Cl
Spin multiplicity   1
Largest force on an atom   1.94 eV/Å
Total charge   -1
HOMO-LUMO gap (alpha / beta)   0.2501 / 0.2502 Eh

Mulliken population analysis, charges in e, atoms 1 to 2: C -0.34; C -0.50

Formula: C32H59NO5S
Source: OMol25
Level of theory: wB97M-V/def2-TZVPD

Geometry (Å):
C1 -4.872 0.811 -2.284
C2 -3.528 0.927 -3.105
N1 -2.669 -0.296 -3.083
C3 -2.507 -0.976 -1.832
O1 -3.069 -1.953 -1.414
C4 -1.392 -0.270 -1.009
C5 -1.053 -0.310 0.389
C6 0.099 0.509 0.800
C7 0.822 1.273 -0.229
C8 2.015 2.157 0.241
C9 1.552 3.678 0.233
C10 0.297 3.963 1.122
C11 -0.446 5.323 0.743
S1 -1.646 4.940 -0.599
O2 -1.087 3.983 -1.552
O3 -2.861 4.392 0.005
O4 -2.106 6.341 -1.358
C12 0.471 1.280 -1.639
C13 -0.670 0.488 -2.045
C14 -1.357 0.282 -3.421
O5 -1.011 0.532 -4.533
H1 -5.075 -0.197 -1.854
H2 -5.727 1.038 -2.977
H3 -4.891 1.632 -1.515
H4 -2.986 1.856 -2.761
H5 -3.820 1.094 -4.179
H6 -1.660 -0.915 1.093
H7 0.421 0.571 1.864
H8 2.443 1.824 1.215
H9 2.813 2.081 -0.551
H10 1.453 3.996 -0.832
H11 2.417 4.256 0.672
H12 0.573 4.088 2.207
H13 -0.490 3.168 1.095
H14 -1.051 5.630 1.640
H15 0.266 6.140 0.477
H16 -2.441 6.016 -2.220
H17 1.018 1.854 -2.418
C15 2.109 -0.348 -5.223
C16 3.343 -0.644 -6.068
C17 3.326 0.053 -7.428
C18 2.181 -0.358 -8.358
C19 2.102 -1.851 -8.676
C20 3.329 -2.378 -9.411
H18 1.198 -0.713 -5.697
H19 2.194 -0.837 -4.249
H20 2.003 0.726 -5.052
H21 3.452 -1.726 -6.193
H22 4.229 -0.309 -5.519
H23 4.284 -0.129 -7.928
H24 3.271 1.135 -7.272
H25 2.282 0.200 -9.295
H26 1.229 -0.040 -7.923
H27 1.222 -2.024 -9.302
H28 1.946 -2.429 -7.761
H29 3.483 -1.838 -10.349
H30 3.201 -3.436 -9.650
H31 4.234 -2.283 -8.808
C21 2.851 0.000 7.140
C22 4.068 -0.300 6.272
C23 4.024 0.387 4.908
C24 2.863 -0.032 4.004
C25 2.779 -1.527 3.696
C26 3.991 -2.057 2.940
H32 1.930 -0.371 6.685
H33 2.954 -0.483 8.114
H34 2.746 1.075 7.306
H35 4.177 -1.382 6.153
H36 4.963 0.041 6.802
H37 4.972 0.204 4.392
H38 3.970 1.471 5.058
H39 2.945 0.520 3.060
H40 1.917 0.287 4.456
H41 1.886 -1.705 3.088
H42 2.641 -2.100 4.617
H43 4.126 -1.522 1.996
H44 3.860 -3.116 2.710
H45 4.907 -1.958 3.525
C27 -6.187 -3.584 4.868
C28 -5.654 -2.262 4.327
C29 -4.562 -2.434 3.272
C30 -3.288 -3.129 3.759
C31 -2.591 -2.459 4.944
C32 -2.104 -1.049 4.639
H46 -5.408 -4.152 5.382
H47 -6.989 -3.402 5.586
H48 -6.589 -4.201 4.061
H49 -5.293 -1.644 5.155
H50 -6.486 -1.712 3.876
H51 -4.307 -1.450 2.866
H52 -4.967 -3.009 2.432
H53 -2.584 -3.185 2.921
H54 -3.517 -4.165 4.026
H55 -1.730 -3.071 5.229
H56 -3.253 -2.438 5.815
H57 -1.410 -1.052 3.792
H58 -1.578 -0.634 5.502
H59 -2.931 -0.377 4.403

## Properties
SMILES   CCN1C(=O)c2ccc(CCCCS(=O)(=O)O)cc2C1=O.CCCCCC.CCCCCC.CCCCCC
Spin multiplicity   1
Largest force on an atom   3.39 eV/Å
HOMO-LUMO gap   0.3360 Eh

Mulliken population analysis, charges in e, atoms 1 to 2: C -1.08; C -0.01

Formula: C67H61AsMnN9S2
Source: OMol25
Level of theory: wB97M-V/def2-TZVPD

Geometry (Å):
Mn1 -0.479 -1.436 -0.372
N1 3.063 -3.432 -2.217
C1 2.014 -2.882 -1.519
S1 0.450 -3.104 -2.133
N2 2.414 -2.252 -0.426
N3 1.441 -1.760 0.375
C2 1.868 -1.244 1.486
C3 3.301 -0.901 1.734
C4 4.316 -1.849 1.813
C5 5.631 -1.451 1.998
C6 5.951 -0.102 2.100
C7 4.944 0.849 2.031
C8 3.627 0.447 1.857
C9 0.904 -1.111 2.590
C10 1.328 -0.838 3.898
C11 0.404 -0.879 4.927
C12 -0.915 -1.200 4.639
C13 -1.244 -1.442 3.316
N4 -0.374 -1.390 2.320
H1 2.873 -3.665 -3.176
H2 3.975 -3.062 -1.999
H3 4.070 -2.898 1.717
H4 6.414 -2.198 2.049
H5 6.981 0.206 2.227
H6 5.182 1.903 2.097
H7 2.843 1.193 1.773
H8 2.366 -0.624 4.097
H9 0.715 -0.680 5.946
H10 -1.668 -1.269 5.411
H11 -2.269 -1.686 3.046
C14 -0.489 -6.954 4.298
C15 -1.331 -5.849 4.312
C16 -1.314 -4.936 3.270
C17 -0.458 -5.101 2.175
C18 0.395 -6.209 2.189
C19 0.378 -7.127 3.228
C20 -0.330 -4.109 1.084
C21 -1.214 -3.204 0.624
C22 -2.647 -3.383 0.946
C23 -3.466 -2.300 1.275
C24 -4.829 -2.437 1.485
C25 -5.437 -3.677 1.336
C26 -4.652 -4.766 0.972
C27 -3.288 -4.621 0.778
H12 -0.498 -7.661 5.118
H13 -2.002 -5.691 5.148
H14 -1.964 -4.071 3.304
H15 1.082 -6.343 1.360
H16 1.050 -7.978 3.206
H17 0.677 -4.095 0.673
H18 -2.993 -1.332 1.358
H19 -5.425 -1.568 1.747
H20 -6.503 -3.790 1.484
H21 -5.110 -5.739 0.834
H22 -2.693 -5.474 0.472
S2 -2.665 3.668 4.371
C28 -2.257 2.570 3.021
C29 -3.250 1.914 2.309
C30 -2.873 1.066 1.280
N5 -1.610 0.829 0.927
C31 -0.670 1.484 1.611
C32 -0.939 2.362 2.651
C33 -2.656 2.500 5.721
C34 -1.646 2.551 6.670
C35 -1.685 1.654 7.728
N6 -2.631 0.732 7.880
C36 -3.590 0.687 6.956
C37 -3.655 1.549 5.872
H23 -4.297 2.073 2.532
H24 -3.641 0.560 0.706
H25 0.349 1.302 1.309
H26 -0.130 2.860 3.168
H27 -0.845 3.272 6.581
H28 -0.910 1.672 8.487
H29 -4.350 -0.073 7.094
H30 -4.466 1.477 5.160
N7 -7.097 -1.465 -3.798
C38 -6.051 -1.457 -3.322
C39 -4.745 -1.445 -2.717
C40 -4.019 -2.620 -2.571
C41 -2.788 -2.563 -1.947
N8 -2.265 -1.429 -1.476
C42 -2.947 -0.299 -1.666
C43 -4.191 -0.254 -2.266
H31 -4.407 -3.565 -2.922
H32 -2.195 -3.453 -1.794
H33 -2.454 0.600 -1.322
H34 -4.708 0.687 -2.393
C44 6.993 3.721 -2.240
C45 5.570 3.276 -2.028
C46 4.542 4.191 -1.854
C47 3.221 3.796 -1.659
C48 2.225 4.903 -1.392
C49 2.885 2.427 -1.669
As1 0.953 1.958 -1.290
N9 0.429 0.282 -1.774
C50 0.297 0.065 -3.169
C51 -0.814 0.522 -3.893
C52 -0.979 0.265 -5.247
C53 -0.022 -0.452 -5.949
C54 1.102 -0.897 -5.265
C55 1.255 -0.643 -3.912
C56 0.158 3.090 -2.740
C57 0.610 3.123 -4.066
C58 1.813 2.376 -4.581
C59 -0.063 3.902 -5.012
C60 -1.174 4.657 -4.693
C61 -1.907 5.462 -5.733
C62 -1.602 4.642 -3.371
C63 -0.960 3.880 -2.404
C64 -1.500 3.967 -1.001
C65 3.934 1.500 -1.750
C66 3.726 0.019 -1.588
C67 5.242 1.934 -1.949
H35 7.056 4.807 -2.323
H36 7.409 3.288 -3.151
H37 7.630 3.409 -1.409
H38 4.772 5.253 -1.855
H39 2.752 5.786 -1.028
H40 1.494 4.611 -0.636
H41 1.668 5.184 -2.286
H42 -1.550 1.130 -3.385
H43 -1.859 0.646 -5.755
H44 -0.144 -0.654 -7.006
H45 1.867 -1.460 -5.789
H46 2.132 -1.015 -3.405
H47 2.166 1.613 -3.899
H48 2.639 3.072 -4.758
H49 1.567 1.890 -5.528
H50 0.297 3.891 -6.036
H51 -1.356 5.483 -6.673
H52 -2.056 6.492 -5.401
H53 -2.893 5.037 -5.931
H54 -2.457 5.247 -3.082
H55 -2.266 4.742 -0.937
H56 -0.716 4.195 -0.278
H57 -1.947 3.025 -0.694
H58 2.675 -0.238 -1.501
H59 4.230 -0.333 -0.684
H60 4.154 -0.528 -2.434
H61 6.027 1.185 -2.025

## Properties
Spin multiplicity   2
Largest force on an atom   1.75 eV/Å
Total charge   -1
HOMO-LUMO gap (alpha / beta)   0.2260 / 0.2253 Eh

Mulliken population analysis, charges in e, atoms 1 to 2: Mn 1.06; N -0.33

Formula: C33H63ClN11O
Source: OMol25
Level of theory: wB97M-V/def2-TZVPD

Geometry (Å):
C1 1.272 2.241 17.042
C2 0.440 2.730 15.857
O1 -0.133 3.761 15.856
N1 0.734 2.058 14.516
H1 1.048 1.096 14.658
H2 -0.118 2.023 13.950
C3 1.827 2.807 13.747
H3 1.381 1.157 17.078
H4 0.654 2.574 17.878
H5 2.239 2.729 17.156
H6 2.611 3.003 14.473
H7 1.376 3.638 13.215
H8 2.215 2.100 13.019
C4 3.355 5.420 7.830
C5 4.593 5.120 8.651
N2 4.610 5.907 9.878
C6 5.326 7.083 9.974
C7 5.200 7.613 11.217
N3 4.421 6.695 11.911
C8 4.101 5.693 11.095
C9 4.157 6.716 13.332
H9 3.476 6.427 7.402
H10 2.435 5.620 8.375
H11 3.257 4.771 6.963
H12 5.550 5.248 8.153
H13 4.574 4.078 8.984
H14 5.930 7.362 9.124
H15 5.551 8.459 11.784
H16 3.519 4.829 11.371
H17 4.961 6.250 13.907
H18 3.370 5.988 13.555
H19 3.907 7.673 13.777
C10 2.922 0.009 11.273
C11 1.420 0.219 10.938
N4 0.937 -0.813 10.016
C12 -0.335 -1.355 10.064
C13 -0.545 -1.989 8.884
N5 0.628 -1.906 8.138
C14 1.427 -1.063 8.797
C15 0.812 -2.438 6.777
H20 3.486 0.494 10.468
H21 3.208 -1.037 11.185
H22 3.298 0.502 12.164
H23 1.263 1.251 10.594
H24 0.838 0.025 11.840
H25 -0.926 -1.203 10.951
H26 -1.287 -2.709 8.574
H27 2.420 -0.756 8.507
H28 1.245 -3.432 6.897
H29 1.603 -1.887 6.271
H30 -0.136 -2.415 6.255
C16 -4.650 9.546 8.183
C17 -4.667 8.068 8.456
N6 -3.306 7.555 8.564
C18 -2.498 7.590 9.679
C19 -1.284 7.069 9.354
N7 -1.411 6.601 8.074
C20 -2.648 6.842 7.631
C21 -0.411 5.956 7.247
H31 -3.827 9.912 7.564
H32 -4.424 10.090 9.111
H33 -5.574 9.993 7.825
H34 -5.242 7.558 7.678
H35 -5.297 7.864 9.325
H36 -2.794 8.115 10.573
H37 -0.337 6.953 9.855
H38 -3.036 6.771 6.626
H39 -0.898 5.541 6.364
H40 0.072 5.200 7.864
H41 0.320 6.636 6.806
C22 0.240 7.681 13.575
C23 -0.301 6.261 13.774
N8 -1.674 6.081 13.393
C24 -2.721 6.698 14.055
C25 -3.837 6.393 13.351
N9 -3.484 5.564 12.331
C26 -2.149 5.364 12.370
C27 -4.298 4.976 11.301
H42 -0.127 8.103 12.634
H43 1.321 7.635 13.485
H44 -0.100 8.383 14.334
H45 -0.157 6.025 14.828
H46 0.365 5.596 13.225
H47 -2.557 7.407 14.849
H48 -4.842 6.784 13.388
H49 -1.539 4.714 11.749
H50 -5.080 4.336 11.705
H51 -3.713 4.477 10.533
H52 -4.819 5.745 10.721
C28 -2.629 2.808 8.328
C29 -2.303 1.661 7.387
N10 -0.946 1.752 6.783
C30 0.169 2.312 7.360
C31 1.114 2.363 6.364
N11 0.550 1.833 5.227
C32 -0.700 1.481 5.497
C33 1.201 1.584 3.928
H53 -3.630 2.664 8.734
H54 -2.645 3.782 7.841
H55 -1.902 2.809 9.144
H56 -3.062 1.702 6.603
H57 -2.416 0.655 7.788
H58 0.194 2.572 8.416
H59 2.151 2.617 6.496
H60 -1.411 0.991 4.852
H61 0.606 0.973 3.256
H62 2.220 1.280 4.149
H63 1.281 2.528 3.381
Cl1 0.781 4.241 10.537

## Properties
Spin multiplicity   1
Largest force on an atom   3.09 eV/Å
Total charge   +5
Energy above the lowest of the compared OMol25 structures with the same formula, charge and spin   1.7734 eV
HOMO-LUMO gap   0.3466 Eh

Mulliken population analysis, charges in e, atoms 1 to 2: C -1.08; C 0.32

Formula: C13H27N5O4RuTe
Source: OMol25
Level of theory: wB97M-V/def2-TZVPD

Geometry (Å):
Ru1 0.682 -1.247 -0.586
C1 2.793 -1.643 3.361
C2 1.819 -1.310 2.282
N1 2.149 -0.857 1.127
O1 3.500 -0.728 0.880
C3 0.372 -1.479 2.486
C4 -0.262 -1.654 3.825
N2 -0.354 -1.449 1.405
O2 -1.635 -1.488 1.471
H1 3.809 -1.647 2.983
H2 2.556 -2.619 3.783
H3 2.719 -0.912 4.169
H4 3.529 -0.404 -0.035
H5 0.456 -1.547 4.634
H6 -0.731 -2.638 3.895
H7 -1.070 -0.931 3.954
N3 1.907 -4.151 -1.535
C5 1.490 -3.116 -1.231
C6 -3.117 -1.059 -1.453
Te1 -1.800 -2.699 -1.166
C7 -1.473 -2.983 -3.244
H8 -4.042 -1.407 -1.902
H9 -2.624 -0.340 -2.104
H10 -3.296 -0.645 -0.463
H11 -1.119 -2.050 -3.674
H12 -2.397 -3.311 -3.714
H13 -0.710 -3.751 -3.345
N4 -1.776 3.628 0.625
C8 -1.204 2.879 1.801
C9 -0.902 1.454 1.370
N5 -0.039 1.360 0.201
C10 -0.517 2.167 -0.910
C11 -0.821 3.612 -0.539
H14 -2.005 4.587 0.887
H15 -2.653 3.181 0.344
H16 -1.936 2.914 2.607
H17 -0.308 3.424 2.101
H18 -1.832 0.914 1.163
H19 -0.438 0.932 2.205
H20 0.934 1.550 0.419
H21 -1.413 1.694 -1.324
H22 0.228 2.174 -1.700
H23 -1.286 4.156 -1.359
H24 0.070 4.146 -0.210
C12 2.068 0.707 -3.927
C13 1.502 0.209 -2.635
O3 2.200 0.219 -1.580
O4 0.320 -0.250 -2.588
H25 2.806 1.485 -3.750
H26 1.277 1.052 -4.589
H27 2.572 -0.131 -4.412

## Properties
Spin multiplicity   6
Largest force on an atom   0.21 eV/Å
Total charge   +1
Energy above the lowest of the compared OMol25 structures with the same formula, charge and spin   0.7718 eV
HOMO-LUMO gap (alpha / beta)   0.2485 / 0.2457 Eh

Mulliken population analysis, charges in e, atoms 1 to 2: Ru 0.76; C -1.67